Density functional theory data (wB97M-V/def2-TZVPD) for 10 unconnected molecules or ions with the total composition C24H51Cl12N5O5.

Geometry (Å):
Cl (-0.3225, 5.7610, -1.1747)
C (-0.6644, 4.5498, 0.1397)
C (-1.6766, 3.4443, -0.3504)
Cl (-3.3048, 4.0839, -0.6578)
H (-1.1156, 5.0627, 0.9891)
H (0.2426, 4.0949, 0.5379)
H (-1.7923, 2.7054, 0.4425)
H (-1.3566, 2.7539, -1.1307)
Cl (-1.0355, -0.2836, 1.6550)
C (0.5258, -1.0082, 1.1547)
C (0.3922, -1.2042, -0.3429)
Cl (0.4065, 0.3694, -1.1956)
H (0.7075, -1.8324, 1.8446)
H (1.2555, -0.2484, 1.4347)
H (-0.4935, -1.8089, -0.5377)
H (1.1565, -1.8569, -0.7646)
Cl (-4.6894, 4.1024, 4.0881)
C (-3.1318, 3.3770, 4.2287)
C (-2.8404, 2.2514, 3.1572)
Cl (-3.7498, 0.7917, 3.7207)
H (-3.0412, 3.0808, 5.2737)
H (-2.3609, 4.1366, 4.0983)
H (-1.7843, 1.9851, 3.1993)
H (-3.2505, 2.5126, 2.1816)
Cl (2.5056, -4.9625, 3.4040)
C (1.5782, -4.7922, 4.9194)
C (0.3070, -3.9458, 4.7933)
Cl (0.4354, -2.3298, 4.6571)
H (2.2087, -4.4580, 5.7433)
H (1.3572, -5.8291, 5.1725)
H (-0.2398, -3.9304, 5.7361)
H (-0.3804, -4.2658, 4.0103)
C (1.4295, 2.4116, 3.2278)
O (0.4821, 3.0351, 2.6119)
N (1.3955, 1.8945, 4.5186)
C (2.5476, 1.1427, 5.1287)
C (0.2813, 2.1518, 5.4751)
H (2.3831, 2.2106, 2.7155)
H (2.3009, 0.2621, 5.7218)
H (3.1644, 1.8359, 5.7006)
H (3.1100, 0.7915, 4.2636)
H (-0.1526, 1.2872, 5.9774)
H (0.7269, 2.6813, 6.3172)
H (-0.5112, 2.8644, 5.2468)
C (4.7308, -1.0004, -0.4331)
O (5.4042, -0.5779, -1.3727)
N (4.4605, -0.1938, 0.6424)
C (4.3694, -0.8241, 1.9135)
C (4.6879, 1.2470, 0.6925)
H (4.4106, -2.0280, -0.2013)
H (3.4899, -0.5579, 2.4999)
H (5.2331, -0.3908, 2.4177)
H (4.4536, -1.9079, 1.9942)
H (3.7832, 1.7489, 1.0356)
H (5.4921, 1.6540, 1.3055)
H (4.7889, 1.5368, -0.3535)
C (-3.4737, -2.1958, -1.7382)
O (-2.5191, -2.3920, -2.5459)
N (-3.9829, -0.9532, -1.5444)
C (-5.0742, -0.7843, -0.5753)
C (-3.3182, 0.2691, -2.1497)
H (-3.9999, -2.9776, -1.1690)
H (-6.0014, -0.5737, -1.1081)
H (-4.9373, 0.0450, 0.1187)
H (-5.4406, -1.6518, -0.0264)
H (-2.8807, 0.0846, -3.1308)
H (-4.0336, 1.0814, -2.2783)
H (-2.3878, 0.4181, -1.6018)
C (0.5834, -3.0410, -5.7860)
O (0.6337, -4.1796, -6.2452)
N (1.5823, -2.3678, -5.1867)
C (2.9259, -2.8804, -5.0018)
C (1.2874, -1.0392, -4.6088)
H (-0.3304, -2.4269, -5.7801)
H (3.5213, -2.4928, -5.8285)
H (3.0553, -3.9540, -4.8650)
H (3.4744, -2.3871, -4.1994)
H (2.0748, -0.3859, -4.9849)
H (0.3178, -0.6689, -4.9417)
H (1.2455, -1.1156, -3.5223)
C (-2.0441, 1.7586, -5.7108)
O (-1.3672, 0.9057, -6.2457)
N (-1.6245, 2.5036, -4.6758)
C (-2.6055, 3.3231, -3.9385)
C (-0.2802, 2.3417, -3.9992)
H (-3.0546, 2.1140, -5.9654)
H (-3.5323, 3.4379, -4.5006)
H (-2.1857, 4.3254, -3.8533)
H (-2.7297, 2.8768, -2.9518)
H (-0.4723, 1.5869, -3.2366)
H (0.5307, 1.9867, -4.6353)
H (-0.0378, 3.3162, -3.5753)
C (-0.2536, -5.5352, -1.0815)
Cl (0.6970, -5.0428, -2.4753)
Cl (0.0917, -4.3158, 0.2514)
Cl (-1.9429, -5.4870, -1.5447)
Cl (0.1794, -7.1071, -0.6352)

Cartesian forces, eV/Å:
-0.0223 -0.6171 0.6473
-1.1889 -0.9227 -0.6742
0.9893 -0.0296 1.1853
0.0582 0.0717 -0.0545
-0.0798 0.2241 -0.2897
0.0651 0.0158 -0.5308
0.0174 0.3457 0.5268
0.1881 0.8374 -0.6626
-0.3488 -0.0033 0.5527
-0.2504 1.1797 0.2420
0.5244 -1.2116 0.2223
-0.0062 -0.5248 0.2595
-0.1362 -0.4978 -0.6926
0.1996 -0.0166 -0.3886
-0.4215 0.7468 -0.2616
0.5219 0.4702 0.0496
-1.1289 0.4787 -0.3241
1.7828 -0.6441 -0.8112
-0.9704 0.4594 2.2498
0.0863 -0.0893 -0.3223
0.0912 -0.6731 -0.2768
-0.1065 0.2437 -0.2482
-0.1318 0.1993 -0.4271
0.3551 0.0889 0.1027
0.0413 0.4835 0.0161
-0.3984 -0.3856 0.2298
-0.9410 -3.8843 1.0524
1.4138 5.4073 -1.1716
0.1820 0.4234 -0.3673
-0.5334 0.1586 -0.0007
-0.0349 -1.5406 0.1542
0.2782 -0.5773 0.0321
-3.0475 0.9294 -0.3562
3.2736 -2.2023 2.6960
-1.1544 0.0324 -0.2499
-0.2594 1.0620 -1.6679
0.8373 0.8446 0.9293
-0.1215 -0.0070 0.1503
-0.6066 0.2702 -0.0738
-0.0152 -0.1177 0.1582
0.3317 -0.0543 0.2149
0.0633 -0.4995 -0.7854
0.4309 0.0526 0.2308
0.1813 -0.3760 -1.1917
2.1442 2.2111 -0.1146
-1.5135 -1.2774 0.3746
-0.6546 -0.4490 -0.0849
0.3592 0.4213 1.5952
-0.8771 -0.1229 -1.4284
0.0329 -0.1050 -0.6617
-0.2994 0.2027 -0.1222
0.0674 -0.4014 0.8552
0.0544 0.0049 -0.7266
-0.2293 -0.1385 0.1507
0.4304 -0.6856 -0.0404
0.3840 0.2665 0.1437
2.3174 1.0174 -2.5782
-2.1859 0.0187 2.2846
0.0219 -0.0185 0.3914
-1.0533 0.7273 -0.7493
0.0175 -1.7614 0.1036
0.2317 -0.0418 -0.1039
-0.0509 0.5548 -0.3739
0.4192 -0.1225 0.0286
1.1628 -0.4485 0.0756
-0.6095 -0.6907 -0.2760
0.2130 0.0097 0.6720
-0.3609 0.8447 0.6346
-0.1104 -1.0478 -0.1717
0.1913 0.9295 0.3647
-0.4438 0.3563 0.9738
0.8410 0.8278 -0.4288
0.3046 -0.8897 -0.5046
-0.1394 -0.1859 -0.2225
0.1775 -0.6653 -0.5586
-0.5254 0.0839 -0.3529
-0.6858 0.0423 0.6631
-0.0844 0.3889 0.4388
0.0830 -0.0934 -0.2168
0.3454 0.2403 0.0395
0.8091 0.2988 0.5152
-0.3411 -0.2336 -0.4310
0.6704 0.7002 0.6612
1.3653 -0.0557 -0.4690
-1.8890 -0.1312 -0.4440
-0.1822 -0.6264 -0.6109
-0.0293 -0.3927 0.1673
-0.0695 0.0842 0.3888
-0.4226 0.2857 -0.0715
0.4600 0.1648 0.2666
-0.4554 0.1080 -0.3367
0.1116 -0.1597 0.1465
-0.1242 1.7100 -0.4303
0.2710 0.2479 -0.3000
-0.3303 -0.9330 -0.3165
-0.3015 0.1447 0.2791
0.4733 -1.3658 0.8375

Summary:
**Total charge**: 0
**Total energy**: -193669.9907 eV
**HOMO-LUMO gap**: 0.3173 hartree
**SMILES string**: ClC(Cl)(Cl)Cl.CN(C)C=O.CN(C)C=O.CN(C)C=O.CN(C)C=O.CN(C)C=O.ClCCCl.ClCCCl.ClCCCl.ClCCCl

Atom charges from the Mulliken analysis, given in e for atoms 1 to 2:
1. Cl -0.226
2. C -0.315